# C18H11Br2N4NdO2S4

A structure of composition C18H11Br2N4NdO2S4 at a distorted geometry (wB97M-V/def2-TZVPD, the OMol25 dataset).

The calculation puts the electronic energy at -227609.697 eV. As for the energy relative to the best compared isomer or geometry (same formula, charge and spin): 11.8 kcal/mol. The molar mass is 747.6 g mol⁻¹. As for the expectation value of S²: 3.75.

```
! wB97M-V def2-TZVPD RIJCOSX def2/J DEFGRID3
* xyz -2 4
Nd -0.90 -0.01 0.99
N 1.64 -2.40 4.35
C 1.02 -1.86 3.22
S 0.96 -0.13 3.18
N 0.62 -2.77 2.39
N -0.03 -2.31 1.24
C 0.00 -3.18 0.30
C -0.63 -3.14 -1.02
C -0.48 -4.30 -1.79
C -1.02 -4.44 -3.05
C -1.76 -3.38 -3.57
C -1.94 -2.22 -2.85
C -1.37 -2.05 -1.56
O -1.54 -0.94 -0.92
H 1.59 -1.79 5.15
H 1.34 -3.35 4.53
H 0.55 -4.10 0.51
H 0.10 -5.12 -1.36
H -0.88 -5.36 -3.62
H -2.21 -3.46 -4.56
H -2.51 -1.39 -3.24
S -5.03 0.96 3.74
C -3.60 0.62 2.88
S -3.40 -0.89 2.05
S -2.41 1.87 2.61
Br 4.17 0.06 -0.81
C 3.02 1.56 -0.73
C 3.57 2.83 -0.98
C 2.79 3.95 -0.94
Br 3.59 5.65 -1.28
C 1.40 3.85 -0.65
C 0.51 4.94 -0.61
C -0.81 4.73 -0.34
C -1.26 3.42 -0.08
N -0.46 2.39 -0.11
C 0.86 2.57 -0.40
C 1.67 1.36 -0.42
O 1.14 0.23 -0.18
H 4.62 2.91 -1.20
H 0.88 5.94 -0.80
H -1.52 5.55 -0.29
H -2.29 3.22 0.21
*
```

Löwdin atomic charge list, values in e, 6 entries:
1. Nd 1.3249
2. N 0.0060
3. C -0.9247
4. S 0.4595
5. N -0.0348
6. N -0.1286



# C21H13F5LiN5O3S3

A structure of composition C21H13F5LiN5O3S3 (wB97M-V/def2-TZVPD, the OMol25 dataset).

The calculation puts the electronic energy at -81881.459 eV. As for the energy relative to the best compared isomer or geometry (same formula, charge and spin): 0.0 kcal/mol. The molar mass is 581.5 g mol⁻¹.

```
! wB97M-V def2-TZVPD RIJCOSX def2/J DEFGRID3
* xyz -2 1
Li -0.33 -1.17 -0.79
O -1.99 -1.31 -1.47
N -3.26 -1.21 -1.20
C -3.71 0.00 -0.81
C -5.04 0.24 -0.53
C -5.93 -0.82 -0.65
C -5.46 -2.05 -1.02
C -4.10 -2.30 -1.31
S -3.53 -3.83 -1.79
H -2.93 0.75 -0.71
H -5.34 1.23 -0.21
H -6.99 -0.68 -0.44
H -6.12 -2.90 -1.12
N 1.54 5.16 -0.85
C 1.97 3.82 -0.90
C 1.61 3.01 -1.97
C 1.96 1.67 -1.98
C 2.72 1.15 -0.94
C 3.14 1.97 0.09
C 2.77 3.30 0.12
S 3.17 -0.56 -0.94
O 3.85 -0.81 -2.20
O 3.92 -0.79 0.28
N 1.70 -1.22 -0.88
C 1.63 -2.57 -0.82
N 2.72 -3.35 -0.87
C 2.51 -4.65 -0.81
C 1.25 -5.23 -0.71
C 0.19 -4.35 -0.67
N 0.36 -3.04 -0.71
H 0.66 5.28 -1.34
H 1.43 5.48 0.10
H 0.97 3.41 -2.75
H 1.62 1.02 -2.77
H 3.73 1.54 0.89
H 3.04 3.93 0.95
H 3.41 -5.27 -0.85
H 1.11 -6.30 -0.67
H -0.85 -4.67 -0.62
F 1.36 0.59 5.24
C 0.82 0.96 4.06
C 0.31 0.01 3.19
F 0.37 -1.30 3.52
C -0.26 0.40 1.99
F -0.71 -0.59 1.19
C -0.39 1.74 1.58
S -1.19 2.21 0.14
C 0.17 2.66 2.49
F 0.14 3.98 2.21
C 0.75 2.29 3.69
F 1.25 3.23 4.52
*
```

Löwdin atomic charge list, values in e, 6 entries:
1. Li 0.5938
2. O -0.2765
3. N -0.2390
4. C -0.0624
5. C -0.0954
6. C -0.1276



# C11H21N2

A cluster of 2 separate species, C11H21N2 in total (wB97M-V/def2-TZVPD, the OMol25 dataset).

The calculation puts the electronic energy at -14719.561 eV. As for the energy relative to the best compared isomer or geometry (same formula, charge and spin): 27.9 kcal/mol. The molar mass is 181.3 g mol⁻¹.

```
! wB97M-V def2-TZVPD RIJCOSX def2/J DEFGRID3
* xyz 1 1
C -4.05 -1.71 1.06
C -3.05 -1.34 0.33
C 3.20 -1.92 0.53
C 3.43 -1.31 -0.87
C 2.15 -1.06 1.14
C 2.22 -0.38 -1.12
C 1.61 -0.24 0.25
C 0.02 0.71 1.84
C 0.96 2.10 0.10
C -2.63 1.24 -0.79
C -2.03 -1.08 -0.44
N 0.55 0.73 0.47
N -1.62 0.19 -0.95
H -4.97 -2.05 0.63
H 2.84 -2.95 0.46
H 4.11 -1.94 1.13
H 4.35 -0.72 -0.86
H 3.52 -2.07 -1.64
H -4.00 -1.71 2.14
H 1.88 -1.17 2.18
H 2.55 0.57 -1.54
H 1.51 -0.82 -1.82
H -0.80 1.42 1.92
H -0.36 -0.29 2.07
H 0.79 0.98 2.56
H 1.12 2.17 -0.97
H 0.18 2.80 0.38
H 1.88 2.37 0.62
H -2.82 1.39 0.27
H -2.27 2.16 -1.23
H -3.57 0.97 -1.26
H -1.36 -1.89 -0.71
H -1.38 0.09 -1.93
H -0.34 0.48 -0.20
*
```

Löwdin atomic charge list, values in e, 6 entries:
1. C 0.0519
2. C -0.0979
3. C -0.1549
4. C -0.1462
5. C -0.0078
6. C -0.1192



# C46H52Cl6N8

A cluster of 11 separate species, C46H52Cl6N8 in total at a distorted geometry (wB97M-V/def2-TZVPD, the OMol25 dataset).

The calculation puts the electronic energy at -135597.892 eV. The molar mass is 929.7 g mol⁻¹. As for the expectation value of S²: 0.76.

```
! wB97M-V def2-TZVPD RIJCOSX def2/J DEFGRID3
* xyz -1 2
Cl 1.89 -2.27 7.49
C 0.35 -1.63 6.86
C 0.52 -0.91 5.44
Cl 1.20 -1.99 4.19
H -0.10 -0.99 7.62
H -0.38 -2.43 6.80
H 1.17 -0.04 5.44
H -0.43 -0.54 5.06
Cl -6.79 -0.47 0.43
C -6.84 -0.66 -1.30
C -5.49 -1.22 -1.81
Cl -4.12 -0.22 -1.46
H -7.05 0.34 -1.67
H -7.72 -1.23 -1.60
H -5.44 -1.48 -2.87
H -5.36 -2.13 -1.23
Cl 1.36 3.90 -2.30
C 1.79 3.81 -0.63
C 0.85 2.81 0.05
Cl -0.75 3.45 0.40
H 1.76 4.83 -0.24
H 2.85 3.57 -0.57
H 1.21 2.36 0.97
H 0.79 1.96 -0.64
N -2.62 -1.54 -7.88
C -3.28 -0.53 -7.33
C -3.45 -0.41 -5.96
C -2.93 -1.41 -5.12
C -2.38 -2.55 -5.70
C -2.27 -2.55 -7.07
H -3.59 0.27 -7.98
H -4.09 0.39 -5.64
H -2.98 -1.46 -4.05
H -1.99 -3.35 -5.08
H -1.95 -3.43 -7.61
N 0.71 -1.16 -1.19
C -0.63 -0.96 -1.01
C -1.19 -0.64 0.21
C -0.33 -0.44 1.24
C 1.06 -0.63 1.14
C 1.48 -1.05 -0.08
H -1.22 -1.15 -1.89
H -2.27 -0.64 0.24
H -0.81 -0.25 2.19
H 1.80 -0.56 1.93
H 2.53 -1.21 -0.28
N -0.64 3.78 4.90
C 0.20 4.65 5.52
C 1.58 4.57 5.37
C 2.11 3.50 4.66
C 1.25 2.54 4.14
C -0.13 2.67 4.28
H -0.15 5.39 6.22
H 2.15 5.20 6.04
H 3.18 3.41 4.57
H 1.70 1.70 3.62
H -0.80 1.94 3.86
N -4.93 -3.29 2.40
C -3.85 -2.79 3.01
C -2.55 -3.02 2.59
C -2.32 -3.81 1.43
C -3.44 -4.40 0.84
C -4.75 -4.17 1.42
H -3.96 -2.28 3.95
H -1.69 -2.71 3.16
H -1.35 -4.07 1.03
H -3.32 -5.02 -0.04
H -5.63 -4.68 1.05
N 4.49 2.04 2.12
C 4.70 1.31 0.99
C 5.31 1.86 -0.17
C 5.70 3.22 -0.16
C 5.54 3.91 0.97
C 4.95 3.32 2.08
H 4.21 0.35 0.92
H 5.46 1.19 -1.00
H 6.18 3.72 -0.98
H 5.86 4.94 1.09
H 4.74 3.99 2.90
N 0.84 -0.81 -7.01
C 1.88 -1.59 -6.68
C 2.30 -1.62 -5.35
C 1.69 -0.86 -4.37
C 0.62 -0.04 -4.76
C 0.27 0.02 -6.09
H 2.36 -2.09 -7.50
H 3.19 -2.17 -5.08
H 2.03 -0.82 -3.35
H 0.04 0.56 -4.08
H -0.52 0.69 -6.40
N -5.85 2.01 4.10
C -5.08 3.13 3.97
C -3.97 3.12 3.13
C -3.56 1.94 2.49
C -4.39 0.81 2.65
C -5.52 0.87 3.44
H -5.48 4.02 4.44
H -3.41 4.01 2.89
H -2.75 1.97 1.77
H -4.11 -0.03 2.03
H -6.19 0.02 3.35
N 5.47 -1.36 -1.28
C 4.96 -2.24 -2.19
C 5.75 -3.11 -2.93
C 7.15 -3.08 -2.80
C 7.71 -2.22 -1.83
C 6.83 -1.38 -1.13
H 3.88 -2.25 -2.22
H 5.26 -3.71 -3.67
H 7.84 -3.61 -3.44
H 8.78 -2.11 -1.77
H 7.32 -0.60 -0.56
*
```

Löwdin atomic charge list, values in e, 6 entries:
1. Cl 0.5147
2. C -0.6383
3. C -0.6148
4. Cl 0.5719
5. H 0.0617
6. H 0.0598



# C25H24FN2O5Pt

A structure of composition C25H24FN2O5Pt (wB97M-V/def2-TZVPD, the OMol25 dataset).

The calculation puts the electronic energy at -45500.846 eV. The molar mass is 646.6 g mol⁻¹.

```
! wB97M-V def2-TZVPD RIJCOSX def2/J DEFGRID3
* xyz -1 1
Pt 1.08 0.93 0.03
O 6.70 2.91 -0.41
C 5.42 2.46 -0.35
C 4.87 1.68 -1.37
C 3.57 1.26 -1.23
N 2.89 1.60 -0.15
C 3.37 2.34 0.85
C 4.67 2.79 0.78
C 2.37 2.55 1.98
O 2.72 3.19 2.95
O 1.20 2.02 1.78
C 2.76 0.39 -2.20
O 3.29 0.03 -3.23
O 1.55 0.14 -1.82
H 7.10 2.61 -1.23
H 5.43 1.40 -2.25
H 5.09 3.39 1.58
C -0.89 -1.20 -3.57
C -1.70 -0.87 -2.32
C -3.20 -0.94 -2.62
C -1.34 -1.78 -1.16
C -1.46 -3.15 -1.33
C -1.13 -4.03 -0.31
C -0.68 -3.52 0.90
C -0.55 -2.15 1.12
C -0.03 -1.75 2.50
C 1.49 -1.59 2.49
C -0.71 -0.55 3.17
C -0.89 -1.27 0.08
N -0.80 0.14 0.24
C -1.96 0.82 0.43
C -3.18 0.18 0.76
C -4.37 0.86 0.96
C -4.42 2.24 0.85
C -3.25 2.92 0.52
C -2.08 2.22 0.32
F -1.00 2.95 -0.05
H -1.19 -0.55 -4.40
H -1.05 -2.24 -3.89
H 0.18 -1.06 -3.39
H -1.46 0.15 -2.03
H -3.47 -1.92 -3.02
H -3.47 -0.19 -3.37
H -3.80 -0.76 -1.73
H -1.81 -3.54 -2.28
H -1.22 -5.10 -0.45
H -0.41 -4.20 1.70
H -0.25 -2.61 3.13
H 1.79 -0.80 1.80
H 1.98 -2.51 2.18
H 1.85 -1.32 3.49
H -0.36 0.40 2.76
H -0.48 -0.56 4.24
H -1.79 -0.59 3.06
H -3.17 -0.90 0.86
H -5.26 0.30 1.21
H -5.34 2.79 1.01
H -3.22 3.99 0.41
*
```

Löwdin atomic charge list, values in e, 6 entries:
1. Pt 1.2387
2. O 0.0662
3. C -0.2775
4. C 0.0729
5. C -0.1519
6. N -0.0602



# C2H3BrN2S

A structure of composition C2H3BrN2S at a distorted geometry (wB97M-V/def2-TZVPD, the OMol25 dataset).

The calculation puts the electronic energy at -85977.992 eV. As for the energy relative to the best compared isomer or geometry (same formula, charge and spin): 46.1 kcal/mol. The molar mass is 167.0 g mol⁻¹.

```
! wB97M-V def2-TZVPD RIJCOSX def2/J DEFGRID3
* xyz 0 1
C -0.85 -0.08 -1.38
C 0.85 0.13 0.07
N 0.33 -0.43 -1.13
N 0.03 1.17 0.56
S -1.44 1.25 -0.33
Br 2.76 0.19 -0.21
H -1.31 -0.25 -2.32
H 0.90 -0.91 1.01
H 0.32 1.89 1.23
*
```

Löwdin atomic charge list, values in e, 6 entries:
1. C -0.4203
2. C -0.9614
3. N -0.0880
4. N -0.3589
5. S 0.8829
6. Br 0.6281



# C3H6N2S

The molecule C3H6N2S at a distorted geometry (wB97M-V/def2-TZVPD, the OMol25 dataset).

As for the SMILES: N#C[C@@H](S)CN. The calculation puts the electronic energy at -17022.305 eV. As for the energy relative to the best compared isomer or geometry (same formula, charge and spin): 40.0 kcal/mol. The molar mass is 102.2 g mol⁻¹.

```
! wB97M-V def2-TZVPD RIJCOSX def2/J DEFGRID3
* xyz 0 1
N -0.30 2.23 -2.38
C -0.59 1.36 -1.68
C -1.19 0.26 -0.76
S -0.90 -1.44 -1.53
C -0.35 0.25 0.62
N 1.08 0.21 0.68
H -2.22 0.44 -0.61
H -1.91 -1.35 -2.48
H -0.65 1.10 1.01
H -0.62 -0.57 1.36
H 1.50 -0.67 0.52
H 1.55 1.02 0.17
*
```

Löwdin atomic charge list, values in e, 6 entries:
1. N 0.1329
2. C -0.2471
3. C -0.5454
4. S 0.6862
5. C -0.3326
6. N -0.0026



# C5H10Cl2O2Si

The molecule C5H10Cl2O2Si at a distorted geometry (wB97M-V/def2-TZVPD, the OMol25 dataset).

As for the SMILES: CC(=O)OCC[Si](C)(Cl)Cl. The calculation puts the electronic energy at -42367.325 eV. As for the energy relative to the best compared isomer or geometry (same formula, charge and spin): 13.6 kcal/mol. The molar mass is 201.1 g mol⁻¹.

```
! wB97M-V def2-TZVPD RIJCOSX def2/J DEFGRID3
* xyz 0 1
C -2.72 -0.52 -0.47
C -1.50 -0.73 0.32
O -1.63 -0.61 1.55
O -0.43 -1.03 -0.49
C 0.60 -1.58 0.21
C 1.27 -0.48 1.13
Si 1.94 0.82 -0.03
C 0.70 2.04 -0.73
Cl 2.59 -0.38 -1.69
Cl 3.28 2.10 0.94
H -2.91 0.51 -0.84
H -2.84 -1.28 -1.25
H -3.63 -0.63 0.18
H 1.31 -1.97 -0.50
H 0.17 -2.37 0.74
H 0.40 -0.07 1.64
H 2.00 -0.80 1.93
H 1.09 2.34 -1.73
H -0.31 1.72 -0.89
H 0.63 2.93 -0.02
*
```

Löwdin atomic charge list, values in e, 6 entries:
1. C -0.0025
2. C -0.4957
3. O 0.0827
4. O -0.0319
5. C -0.3153
6. C -0.2416



# C4H4P2

A structure of composition C4H4P2 at a distorted geometry (wB97M-V/def2-TZVPD, the OMol25 dataset).

The calculation puts the electronic energy at -22786.456 eV. As for the energy relative to the best compared isomer or geometry (same formula, charge and spin): 13.4 kcal/mol. The molar mass is 114.0 g mol⁻¹.

```
! wB97M-V def2-TZVPD RIJCOSX def2/J DEFGRID3
* xyz 0 1
C -0.65 0.62 0.81
C -0.78 -1.06 -0.63
C 0.32 -0.41 0.14
C 1.22 0.67 -0.37
P 0.31 2.04 -0.07
P -2.13 -0.21 -0.04
H -0.46 0.79 1.93
H -0.58 -1.90 -1.30
H 0.91 -1.05 0.78
H 1.83 0.51 -1.25
*
```

Löwdin atomic charge list, values in e, 6 entries:
1. C -0.7050
2. C -0.3855
3. C -0.5881
4. C -0.4204
5. P 0.9124
6. P 0.9103



# C26H25B2Cl4F6O3S

A cluster of 2 separate species, C26H25B2Cl4F6O3S in total at a distorted geometry (wB97M-V/def2-TZVPD, the OMol25 dataset).

The calculation puts the electronic energy at -112097.908 eV. As for the energy relative to the best compared isomer or geometry (same formula, charge and spin): 100.8 kcal/mol. The molar mass is 695.0 g mol⁻¹.

```
! wB97M-V def2-TZVPD RIJCOSX def2/J DEFGRID3
* xyz -1 1
Cl -3.19 -0.21 -3.14
B -1.75 0.16 -2.13
Cl -1.04 -1.31 -1.37
Cl -0.52 1.32 -2.80
O -2.50 1.18 -0.83
C -1.89 1.91 -0.04
C -0.75 1.32 0.79
C 0.56 1.82 0.42
C 1.68 1.24 0.97
C 1.56 0.03 1.68
Cl 2.93 -0.63 2.47
C 0.35 -0.69 1.69
C -0.79 -0.10 1.19
H -1.89 3.01 -0.03
H 0.62 2.67 -0.26
H 2.67 1.68 0.85
H 0.34 -1.71 2.05
H -1.73 -0.63 1.11
C -6.46 5.18 1.25
C -5.22 4.75 0.58
C -4.01 5.43 0.49
C -3.14 4.90 -0.50
C -3.65 3.74 -1.11
B -0.77 1.72 2.44
C -3.45 3.37 -2.49
C -4.41 2.62 -3.17
C -4.30 2.42 -4.54
C -5.34 1.60 -5.26
F -4.77 0.66 -6.07
F -6.17 0.95 -4.39
F -6.14 2.38 -6.06
C -3.24 2.95 -5.27
C -2.28 3.69 -4.59
C -1.13 4.29 -5.36
F -0.08 4.62 -4.54
F -0.65 3.44 -6.31
F -1.50 5.45 -6.01
C -2.36 3.89 -3.22
O -0.48 3.02 2.77
C -1.33 3.30 3.92
C -0.49 3.12 5.18
C -1.77 4.75 3.82
C -2.47 2.20 3.79
C -3.07 1.64 5.06
C -3.61 2.65 2.87
O -1.77 1.10 3.17
S -5.17 3.29 -0.35
H -6.37 6.23 1.54
H -7.31 5.08 0.57
H -6.66 4.57 2.14
H -3.80 6.33 1.08
H -2.18 5.32 -0.78
H -5.26 2.19 -2.64
H -3.17 2.78 -6.34
H -1.59 4.48 -2.71
H -1.05 3.46 6.06
H -0.20 2.07 5.34
H 0.42 3.72 5.10
H -2.42 5.01 4.66
H -0.88 5.40 3.86
H -2.30 4.95 2.89
H -3.66 2.41 5.57
H -3.75 0.82 4.80
H -2.30 1.26 5.74
H -4.21 3.44 3.34
H -3.25 3.01 1.89
H -4.28 1.80 2.67
*
```

Löwdin atomic charge list, values in e, 6 entries:
1. Cl 0.6454
2. B -1.7552
3. Cl 0.6280
4. Cl 0.6453
5. O -0.1199
6. C -0.2000



# C9H19N3

The ion C9H19N3 with charge +2 at a distorted geometry (wB97M-V/def2-TZVPD, the OMol25 dataset).

As for the SMILES: C=C(C[NH3+])C(=C)/[NH+]=C(/C)N(C)C. The calculation puts the electronic energy at -14091.856 eV. As for the energy relative to the best compared isomer or geometry (same formula, charge and spin): 23.2 kcal/mol. The molar mass is 169.3 g mol⁻¹.

```
! wB97M-V def2-TZVPD RIJCOSX def2/J DEFGRID3
* xyz 2 1
C -2.26 -1.80 -0.88
C -1.71 -1.42 0.26
C -1.71 -2.25 1.52
N -2.66 -1.67 2.53
C -0.69 0.00 0.41
C -1.18 1.03 1.05
N 0.58 -0.31 -0.10
C 1.76 0.34 -0.59
C 2.97 -0.48 -0.50
N 1.66 1.53 -1.20
C 2.73 2.36 -1.41
C 0.36 2.07 -1.52
H -3.01 -2.60 -0.88
H -2.16 -1.31 -1.83
H -0.66 -2.36 1.84
H -2.11 -3.29 1.58
H -2.67 -0.55 2.78
H -2.52 -2.12 3.52
H -3.60 -1.77 2.25
H -0.68 2.01 0.87
H -2.13 0.99 1.40
H 0.83 -1.26 0.16
H 3.30 -0.74 -1.52
H 2.89 -1.36 0.02
H 3.72 0.12 -0.03
H 2.92 2.61 -2.51
H 2.57 3.42 -1.01
H 3.73 2.15 -1.17
H -0.50 1.49 -1.15
H 0.18 3.08 -1.32
H 0.06 2.10 -2.56
*
```

Löwdin atomic charge list, values in e, 6 entries:
1. C 0.1170
2. C -0.1918
3. C -0.1297
4. N 0.1542
5. C -0.2449
6. C 0.0856



# C2H3NO2

The molecule C2H3NO2 at a distorted geometry (wB97M-V/def2-TZVPD, the OMol25 dataset).

As for the SMILES: O=CNC=O. The calculation puts the electronic energy at -7707.150 eV. As for the energy relative to the best compared isomer or geometry (same formula, charge and spin): 16.0 kcal/mol. The molar mass is 73.1 g mol⁻¹.

```
! wB97M-V def2-TZVPD RIJCOSX def2/J DEFGRID3
* xyz 0 1
O -1.14 0.10 -1.58
C -0.60 -0.70 -0.81
N 0.15 -0.29 0.24
C 0.49 0.95 0.61
O 1.33 1.02 1.48
H -0.94 -1.87 -0.81
H 0.75 -0.93 0.86
H -0.04 1.70 0.01
*
```

Löwdin atomic charge list, values in e, 6 entries:
1. O 0.0003
2. C -0.3047
3. N 0.0538
4. C -0.3218
5. O 0.0562
6. H 0.1730